# 1
A molecular structure, C20H54BO27 at a distorted geometry. Source: the Open Molecules 2025 dataset; level of theory: ωB97M-V/def2-TZVPD.

Values from the calculation:
Total charge   -1
Total energy   -2850.75798 a.u.
Kohn-Sham gap   8.7 eV
E_HOMO   -7.331 eV
ΔE to the lowest compared entry with this formula, charge and spin   153.11 kcal per mole

```
102
Properties=species:S:1:pos:R:3:forces:R:3:lowdin_charge:R:1
O -0.929 -0.960 -3.560 -1.4 -2.6 -0.5 0.16
C -0.286 -0.900 -2.545 -2.8 -1.8 -6.6 -0.44
O 0.118 0.226 -2.272 3.4 4.4 4.1 0.28
B 1.128 0.016 -1.239 1.4 0.4 0.9 -0.78
O 1.064 -1.436 -0.949 4.0 1.5 2.3 0.33
C 0.238 -1.958 -1.709 -4.0 -1.0 0.8 -0.41
O -0.450 -2.908 -1.451 0.3 -2.2 -0.5 0.16
O 0.989 0.748 0.015 -3.2 -2.3 -0.1 0.29
C 1.971 1.526 0.152 -1.4 6.7 5.4 -0.36
O 1.966 2.520 0.926 0.8 -3.6 -2.4 0.12
C 2.880 1.263 -0.877 9.2 5.1 0.5 -0.51
O 2.464 0.501 -1.690 -5.2 -6.8 -5.6 0.33
O 4.001 1.736 -1.085 -0.5 0.9 1.6 0.14
O -2.175 1.027 -4.753 -2.7 -0.5 -0.7 -0.01
H -1.552 1.670 -4.968 1.7 1.4 -0.3 0.01
H -1.830 0.363 -4.175 1.2 -0.6 0.5 -0.02
O -0.870 3.109 1.413 -0.5 1.1 -0.3 -0.03
H -0.301 2.428 1.696 1.5 -0.8 1.2 -0.04
H -1.299 2.580 0.743 -1.0 0.2 -0.7 -0.02
O 1.647 3.653 3.280 -0.3 0.4 2.1 -0.05
H 2.528 3.378 3.583 -0.2 0.3 -0.5 -0.02
H 1.588 3.518 2.353 0.0 -0.2 -1.1 -0.04
C -4.146 -1.825 -3.244 -0.4 0.4 0.0 -0.20
C -5.055 -0.583 -2.906 -0.6 -1.5 -1.1 -0.25
O -4.420 0.569 -3.351 0.1 0.7 0.1 -0.09
O -4.649 -3.037 -2.736 -1.2 0.0 0.3 -0.10
H -3.157 -1.693 -2.714 -0.8 0.4 -1.2 0.11
H -4.124 -2.054 -4.370 0.6 1.3 1.2 0.15
H -5.322 -0.500 -1.858 0.7 -0.2 0.4 0.10
H -6.063 -0.632 -3.379 0.5 -0.5 -0.2 0.12
H -3.793 0.360 -4.052 -0.1 0.3 -0.2 0.04
H -3.874 -3.586 -2.771 0.7 -0.9 0.3 0.04
C -0.132 0.347 3.523 -1.0 0.5 -4.0 -0.21
C 0.241 -1.017 2.981 -1.8 0.1 0.0 -0.26
O 1.308 -1.359 3.775 2.3 -1.9 1.6 -0.09
O -1.352 0.671 2.860 -0.5 0.2 1.2 -0.07
H 0.560 1.106 3.179 0.5 0.2 0.2 0.10
H -0.238 0.436 4.570 0.0 -0.4 1.4 0.12
H 0.505 -1.136 1.913 0.6 1.1 0.4 0.13
H -0.663 -1.715 2.890 0.9 0.5 1.3 0.13
H 1.215 -1.131 4.733 -0.4 -0.3 -1.4 0.13
H -1.970 0.125 3.360 -0.6 0.2 -0.4 0.09
C 4.311 0.757 2.897 -2.6 -0.5 1.3 -0.26
C 3.748 1.349 4.197 1.9 1.3 -1.0 -0.16
O 4.058 2.743 3.955 -0.3 0.4 1.6 -0.12
O 3.894 -0.551 2.930 -0.2 -3.1 -0.3 -0.08
H 5.379 0.859 2.900 0.6 -0.2 -0.2 0.13
H 3.844 1.155 2.014 0.3 1.3 -0.2 0.09
H 4.321 0.922 5.049 -0.4 0.3 -0.3 0.13
H 2.662 1.227 4.403 0.7 0.3 -0.6 0.12
H 5.003 2.924 4.033 -0.2 -0.2 0.0 0.11
H 2.924 -0.598 3.086 0.8 -0.1 -0.1 0.06
C 0.878 3.252 -3.284 2.0 0.1 0.7 -0.28
C 1.438 4.600 -2.929 -0.5 0.0 0.4 -0.25
O 1.978 5.195 -4.050 2.8 0.6 -0.6 -0.04
O 0.008 2.894 -2.300 -1.0 -2.1 1.7 -0.03
H 1.777 2.612 -3.267 -0.3 -0.3 -0.7 0.14
H 0.348 3.196 -4.207 0.1 0.4 -1.4 0.11
H 2.127 4.547 -2.045 -0.1 0.0 -1.2 0.13
H 0.669 5.248 -2.618 -1.5 0.6 0.9 0.11
H 1.333 5.335 -4.724 -0.8 0.0 -0.4 0.07
H 0.034 1.908 -2.307 -0.8 1.5 0.2 0.06
C 0.525 -4.441 2.497 -0.8 -0.2 1.0 -0.20
C -0.792 -4.603 1.683 1.4 -0.2 0.8 -0.23
O -1.204 -3.400 1.155 -1.7 0.9 1.6 -0.06
O 0.637 -5.732 3.117 1.4 -0.2 0.2 -0.09
H 0.580 -3.610 3.252 -1.0 -0.8 -0.3 0.11
H 1.363 -4.131 1.900 0.5 -0.6 -1.0 0.11
H -1.571 -5.040 2.294 -0.1 0.1 0.4 0.13
H -0.626 -5.290 0.859 0.3 -0.5 0.0 0.12
H -0.752 -3.309 0.356 1.2 0.6 -2.3 0.01
H 1.570 -5.984 3.307 -1.0 0.6 -0.3 0.10
C -2.526 -0.400 0.300 0.1 -2.0 0.2 -0.22
C -3.088 0.600 -0.595 -1.9 1.6 -2.1 -0.25
O -2.517 1.830 -0.307 0.6 2.3 -0.1 -0.08
O -3.111 -1.669 0.011 0.0 0.5 -0.8 -0.03
H -2.651 -0.220 1.333 -0.7 0.8 1.0 0.10
H -1.443 -0.350 0.234 0.6 -0.4 -0.5 0.12
H -4.199 0.839 -0.468 1.0 -1.5 -0.3 0.15
H -2.820 0.511 -1.690 -0.8 -1.2 1.1 0.13
H -2.897 2.421 -0.987 0.7 -0.1 0.7 0.13
H -2.568 -2.368 0.374 0.1 -0.3 0.4 0.04
C 4.049 4.837 0.191 -0.9 1.4 -1.3 -0.30
C 4.600 4.180 1.334 2.3 -1.1 0.3 -0.26
O 5.975 4.569 1.533 0.0 0.0 -0.8 -0.06
O 4.758 4.768 -1.023 0.7 -2.1 -0.4 -0.06
H 3.895 5.832 0.463 0.7 2.4 0.0 0.12
H 3.035 4.618 0.080 -1.8 -1.4 -0.4 0.09
H 4.537 3.126 1.168 0.1 -0.9 0.3 0.09
H 4.116 4.484 2.203 -1.3 0.2 1.4 0.10
H 6.242 4.719 0.609 0.5 0.1 0.4 0.07
H 4.824 3.785 -1.256 -0.3 1.7 0.4 0.11
C -3.018 -5.718 -1.056 3.2 -1.4 0.3 -0.24
C -4.414 -6.081 -1.282 -2.2 0.1 0.8 -0.24
O -5.223 -4.975 -0.810 0.1 -1.7 -0.7 -0.05
O -2.555 -4.711 -1.945 -2.3 0.9 -0.7 -0.07
H -2.414 -6.517 -1.507 0.0 -1.0 1.3 0.12
H -2.736 -5.482 0.013 -0.6 -0.3 -1.1 0.13
H -4.841 -7.015 -0.824 1.1 0.9 0.3 0.14
H -4.499 -6.364 -2.332 -0.4 0.8 -0.5 0.12
H -5.008 -4.308 -1.458 -0.4 1.3 -0.1 0.02
H -1.690 -4.420 -1.726 1.1 0.5 0.4 0.04
```
Forces are in eV/Å.


# 2
A molecular structure, C20H54Cl3F15N5O21P2S3 at a distorted geometry. Source: the Open Molecules 2025 dataset; level of theory: ωB97M-V/def2-TZVPD.

Values from the calculation:
Total charge   +1
Total energy   -7404.19524 a.u.
Kohn-Sham gap   7.5 eV
E_HOMO   -11.064 eV

```
123
Properties=species:S:1:pos:R:3:forces:R:3:lowdin_charge:R:1
N 3.086 -1.815 2.821 0.0 -2.3 0.5 0.31
H 3.050 -0.837 3.070 0.5 0.5 0.5 0.07
H 3.975 -2.293 2.776 0.8 0.9 -0.2 0.14
H 2.576 -1.963 1.962 -0.4 0.3 -1.9 0.06
H 2.597 -2.433 3.452 -0.6 0.5 0.9 0.14
N 3.919 0.119 -0.481 1.1 -0.4 -0.7 0.31
H 3.351 0.902 -0.771 -1.1 1.8 -1.0 0.05
H 3.297 -0.662 -0.331 -0.7 -0.8 0.6 0.05
H 4.475 0.414 0.309 0.0 -0.2 1.0 0.06
H 4.588 -0.131 -1.196 0.0 0.2 -0.5 0.13
N 0.260 0.466 -0.365 -0.8 -0.2 -1.4 0.31
H 0.718 -0.387 -0.079 0.4 -0.2 0.9 0.07
H -0.168 0.261 -1.256 -1.0 -0.6 -0.5 0.07
H 0.895 1.184 -0.682 1.8 1.4 0.3 0.05
H -0.459 0.886 0.208 -0.1 -0.4 0.5 0.08
N 2.170 3.593 1.297 0.4 0.6 0.5 0.31
H 2.344 3.050 0.463 -0.1 -1.1 -2.2 0.05
H 1.361 4.173 1.122 -0.3 0.2 0.1 0.11
H 3.020 4.112 1.461 0.1 0.4 0.4 0.14
H 2.003 2.943 2.052 0.0 0.3 0.4 0.05
N 4.368 -3.742 -0.354 1.8 0.0 -0.4 0.35
H 4.237 -4.718 -0.582 0.1 -0.5 0.1 0.15
H 4.948 -3.571 0.455 -0.5 -0.6 1.1 0.15
H 3.471 -3.278 -0.322 -1.6 1.3 0.5 0.07
H 4.999 -3.297 -1.004 -0.3 0.0 -1.3 0.14
C 2.141 3.129 -2.207 -0.7 -0.5 0.8 -0.25
O 2.256 2.268 -1.103 0.4 -0.6 0.4 -0.44
H 1.414 3.911 -1.989 0.0 0.6 0.1 0.05
H 3.076 3.593 -2.520 0.1 -0.1 -0.1 0.07
H 1.658 2.610 -3.035 0.3 -0.3 -0.7 0.04
C 0.997 -2.889 0.052 0.7 1.4 2.5 -0.36
O 1.514 -4.034 0.641 1.2 -1.3 -0.2 -0.14
O 2.089 -1.946 0.157 -1.4 -1.6 -1.8 -0.29
C 0.245 -3.246 -1.261 -0.5 1.0 0.1 -0.56
F -0.529 -2.225 -1.606 -0.1 1.3 0.0 0.14
F 1.050 -3.464 -2.284 0.8 -0.8 -0.5 0.14
F -0.646 -4.257 -1.148 1.1 -0.4 0.5 0.16
C 0.810 -4.941 1.488 -1.1 0.4 -0.7 -0.25
C 1.730 -6.105 1.571 0.3 -0.4 0.4 -0.06
H 2.635 -5.617 1.933 0.5 -0.6 0.2 0.07
H 1.398 -6.876 2.267 0.1 0.1 0.1 0.09
H 1.936 -6.586 0.615 -0.2 0.2 -0.1 0.09
H -0.186 -5.144 1.092 0.0 -0.2 -0.2 0.13
H 0.633 -4.515 2.475 0.2 0.2 0.2 0.10
H 0.235 -2.516 0.736 -0.7 0.2 -0.2 0.14
P 1.089 0.898 3.184 -0.9 -2.5 0.4 0.25
F 1.949 0.032 4.320 0.1 1.4 -0.2 -0.17
F -0.152 0.887 4.213 0.5 1.1 -0.4 -0.11
F 1.703 2.312 3.624 -0.6 -0.9 0.2 -0.09
F 0.196 1.554 1.964 0.5 0.7 1.5 -0.16
F 2.277 0.619 2.119 1.3 1.6 -0.3 -0.16
F 0.599 -0.533 2.658 -1.3 -1.6 -0.3 -0.16
P 5.918 1.403 2.396 3.8 -0.4 2.0 0.17
F 6.939 0.246 2.913 0.5 -0.3 -0.3 -0.18
F 6.660 1.360 0.933 -1.5 0.3 0.0 -0.17
F 4.991 0.136 1.905 -1.2 -0.1 -0.7 -0.22
F 4.803 2.511 2.055 0.2 -0.2 -1.4 -0.13
F 5.249 1.304 3.830 -0.7 0.2 0.8 -0.14
F 7.028 2.497 2.849 -1.3 0.1 -0.2 -0.14
C 2.173 -1.828 -4.860 -0.2 -0.6 -0.9 -1.51
Cl 2.107 -0.498 -3.750 0.4 0.4 0.3 0.62
Cl 3.412 -3.034 -4.434 0.0 0.2 0.1 0.51
Cl 2.464 -1.309 -6.565 -0.2 -0.1 0.9 0.54
H 1.207 -2.330 -4.807 0.2 0.1 -0.2 0.00
C -0.860 1.050 -6.686 -0.8 0.7 -0.1 0.00
C -0.462 1.713 -5.353 -0.4 -1.4 -2.5 -0.30
C -1.371 2.838 -4.854 1.1 0.2 0.2 -0.03
O -1.972 2.301 -3.655 0.4 -0.4 -0.7 0.07
C -1.421 1.108 -3.423 -1.4 -1.9 4.7 -0.49
O -1.681 0.479 -2.329 1.2 2.3 -4.7 0.03
O -0.620 0.703 -4.383 -0.1 -0.6 1.6 0.03
H -1.058 1.823 -7.429 0.5 0.1 -0.2 0.09
H -1.828 0.554 -6.625 0.0 -0.2 0.4 0.09
H -0.130 0.323 -7.044 0.1 0.2 0.1 0.07
H 0.607 1.893 -5.470 -0.1 0.7 0.6 0.15
H -2.137 3.153 -5.563 0.1 0.0 0.2 0.14
H -0.691 3.636 -4.557 -0.6 0.5 0.0 0.14
C -1.294 -2.690 4.118 -0.7 0.6 0.6 0.01
C -2.485 -2.294 3.209 0.8 -0.8 0.5 -0.30
C -3.532 -1.290 3.581 -1.3 -0.8 2.0 -0.10
O -3.749 -0.542 2.408 -0.5 1.1 -0.3 0.09
C -2.745 -0.727 1.541 -0.6 1.0 -1.9 -0.49
O -2.676 -0.169 0.426 0.4 -2.0 3.8 0.11
O -1.930 -1.617 2.120 2.1 0.1 -3.2 0.05
H -0.722 -1.824 4.451 -0.1 0.2 -0.2 0.07
H -0.590 -3.361 3.628 -0.4 0.0 -0.2 0.05
H -1.631 -3.173 5.036 -0.2 -0.2 -0.1 0.09
H -3.008 -3.191 2.878 0.2 -0.2 -0.3 0.16
H -3.294 -0.742 4.493 0.3 0.8 -0.4 0.13
H -4.472 -1.783 3.826 -0.1 0.0 -0.1 0.14
C -4.204 3.174 -0.631 0.6 1.0 0.2 -0.14
C -3.681 4.159 -1.722 -1.5 0.0 0.2 -0.17
O -2.272 4.234 -1.613 1.7 -0.1 0.9 -0.21
S -1.839 4.062 -0.019 -1.8 -0.4 -0.7 0.77
O -2.221 5.280 0.663 1.2 -1.6 -0.6 -0.21
O -0.491 3.456 0.175 -3.8 1.4 -0.9 -0.27
O -3.074 2.976 0.158 4.0 -0.7 2.1 -0.24
H -4.496 2.201 -1.024 -0.1 0.1 0.0 0.13
H -4.889 3.584 0.111 -0.8 0.2 -0.8 0.14
H -4.095 5.157 -1.575 0.0 0.0 -0.1 0.13
H -3.998 3.736 -2.675 0.6 0.4 -0.2 0.12
C -2.774 2.135 5.091 -1.3 1.1 -0.3 -0.12
C -2.496 2.539 3.667 3.1 -0.7 0.2 -0.28
O -3.417 3.449 3.268 -3.8 2.5 -0.6 -0.21
S -4.221 4.227 4.520 2.9 -0.7 0.3 0.76
O -5.527 3.648 4.681 1.0 1.2 -0.5 -0.23
O -3.915 5.667 4.483 -1.1 -3.7 0.1 -0.23
O -3.212 3.458 5.589 -0.7 0.4 0.4 -0.22
H -1.929 1.792 5.688 -0.1 0.3 -0.2 0.13
H -3.599 1.423 5.130 -0.2 0.1 0.3 0.11
H -2.375 1.766 2.908 -0.4 -0.2 0.2 0.12
H -1.558 3.095 3.689 0.5 -0.2 0.0 0.13
C -4.073 -1.339 -3.956 -0.6 2.1 1.0 -0.23
C -3.966 -1.850 -2.480 2.0 0.5 -1.1 -0.10
O -3.195 -3.075 -2.672 0.8 -1.0 -0.8 -0.23
S -2.561 -3.238 -4.208 -0.5 -1.0 1.0 0.80
O -2.565 -4.672 -4.589 -0.2 4.2 0.9 -0.24
O -1.316 -2.446 -4.361 -3.1 -1.6 0.1 -0.27
O -3.926 -2.432 -4.764 1.8 -2.8 -1.8 -0.19
H -3.314 -0.634 -4.295 0.4 0.3 0.9 0.10
H -5.008 -0.832 -4.193 -0.3 -0.5 0.1 0.14
H -4.909 -1.976 -1.947 0.1 -0.7 -0.4 0.13
H -3.280 -1.246 -1.886 -0.4 0.5 0.0 0.09
```
Forces are in eV/Å.